[1]
Here is 11 unconnected molecules or ions with the total composition C14H50O18 in a non-equilibrium geometry from the Open Molecules 2025 dataset. Energies are from ωB97M-V/def2-TZVPD.

Its HOMO-LUMO gap (alpha / beta) is 2.15 / 9.16 eV. For the energy, the calculation gives -52178.2251 eV. Its expectation value of S² is 0.75. For the largest force on an atom, the calculation gives 3.66 eV/A. The calculation puts the LUMO energy (alpha / beta) at 2.0 / 1.9 eV.

```
! RIJCOSX wB97M-V def2-TZVPD def2/J DEFGRID3
* xyz -1 2
O 3.581 17.875 28.841
H 3.095 18.072 28.040
H 3.456 16.935 28.973
O -1.523 17.071 30.992
H -2.147 17.411 30.351
H -0.987 16.450 30.499
O 3.725 21.817 27.972
H 4.654 21.741 28.190
H 3.271 21.647 28.797
O 1.560 20.255 24.545
H 2.002 21.073 24.773
H 1.565 20.238 23.588
C -1.041 23.132 25.405
C -0.346 24.356 26.057
O -1.312 25.328 26.489
O -1.578 22.372 26.418
H -0.147 22.687 24.968
H -1.697 23.373 24.568
H 0.385 24.932 25.489
H 0.232 24.083 26.941
H -1.854 24.936 27.177
H -0.827 21.984 26.872
C -1.677 18.228 25.123
C -1.407 18.394 23.589
O -1.472 17.146 22.831
O -3.037 17.640 25.460
H -1.686 19.241 25.526
H -0.917 17.569 25.542
H -0.453 18.904 23.461
H -2.221 19.063 23.310
H -1.015 17.346 22.011
H -3.514 18.397 25.809
C -4.409 18.106 29.158
C -4.849 17.089 30.214
O -4.812 17.677 31.508
O -3.253 18.862 29.378
H -5.215 18.823 28.999
H -4.372 17.609 28.189
H -4.221 16.198 30.251
H -5.866 16.862 29.895
H -4.050 18.259 31.460
H -3.150 19.657 28.848
C 2.640 17.357 32.568
C 2.742 17.328 34.164
O 3.188 16.104 34.735
O 3.822 16.906 32.001
H 2.214 18.276 32.166
H 1.954 16.543 32.334
H 1.742 17.558 34.531
H 3.487 18.046 34.506
H 4.111 16.159 34.993
H 3.699 16.963 31.051
C 2.652 23.377 31.337
C 3.460 22.083 31.668
O 2.728 21.027 32.181
O 2.130 23.713 32.564
H 1.828 23.091 30.683
H 3.283 24.155 30.908
H 4.236 22.329 32.393
H 3.904 21.788 30.717
H 1.947 20.905 31.635
H 1.409 24.318 32.376
C 1.036 19.468 29.541
C 0.663 20.093 28.163
O 0.112 21.367 28.366
O 0.108 19.825 30.501
H 2.057 19.759 29.792
H 1.155 18.386 29.479
H -0.140 19.571 27.644
H 1.488 20.003 27.457
H -0.307 21.343 29.229
H -0.601 19.214 30.713
C 3.790 16.278 25.348
C 2.898 17.520 24.898
O 1.927 17.895 25.795
O 2.878 15.208 25.425
H 4.139 16.385 26.375
H 4.663 16.088 24.723
H 2.484 17.437 23.894
H 3.609 18.343 24.816
H 1.694 18.766 25.467
H 2.577 15.159 24.515
*
```

---

[2]
Here is 9 unconnected molecules or ions with the total composition C37H47Br3F2O18 in a non-equilibrium geometry from the Open Molecules 2025 dataset. Energies are from ωB97M-V/def2-TZVPD.

Its HOMO-LUMO gap is 8.45 eV. Its SMILES is C[C@H]1COC(=O)O1.C[C@H]1COC(=O)O1.C[C@H]1COC(=O)O1.C[C@H]1COC(=O)O1.C[C@H]1COC(=O)O1.C[C@H]1COC(=O)O1.BrC(Br)Br.Fc1ccccc1.Fc1ccccc1. For the energy, the calculation gives -291545.5259 eV. For the largest force on an atom, the calculation gives 5.39 eV/A. The calculation puts the LUMO energy at -0.9 eV.

```
! RIJCOSX wB97M-V def2-TZVPD def2/J DEFGRID3
* xyz 0 1
C 2.763 -1.730 -8.725
C 3.609 -0.961 -9.778
C 3.000 -1.009 -11.220
O 2.997 0.278 -11.560
C 3.266 1.071 -10.569
O 3.369 2.280 -10.632
O 3.416 0.356 -9.438
H 1.694 -1.566 -8.868
H 2.914 -1.651 -7.649
H 2.872 -2.777 -9.006
H 4.684 -1.139 -9.758
H 1.984 -1.389 -11.113
H 3.551 -1.734 -11.818
C -3.691 0.592 10.552
C -2.585 1.339 9.852
C -1.213 1.258 10.489
O -0.376 0.805 9.487
C -1.029 0.512 8.380
O -0.516 0.252 7.326
O -2.346 0.632 8.603
H -3.565 -0.491 10.551
H -4.635 0.853 10.076
H -3.695 0.949 11.582
H -2.932 2.353 9.653
H -1.272 0.490 11.260
H -0.977 2.238 10.904
C 1.417 -8.285 -2.319
C 1.599 -8.313 -3.833
C 2.684 -9.223 -4.427
O 1.981 -10.083 -5.279
C 0.705 -9.761 -5.211
O -0.157 -10.302 -5.887
O 0.473 -8.753 -4.353
H 2.324 -7.939 -1.824
H 1.267 -9.284 -1.911
H 0.640 -7.590 -1.998
H 1.841 -7.317 -4.204
H 3.209 -9.797 -3.663
H 3.415 -8.621 -4.967
C 6.052 3.477 5.755
C 6.861 3.709 4.479
C 5.956 3.872 3.258
O 6.129 5.210 2.872
C 7.055 5.775 3.593
O 7.536 6.883 3.381
O 7.542 4.953 4.505
H 5.098 3.997 5.678
H 6.518 3.835 6.673
H 5.899 2.409 5.916
H 7.522 2.863 4.287
H 4.910 3.828 3.560
H 6.023 3.128 2.463
C -1.457 5.816 -6.205
C -2.560 4.887 -5.883
C -3.020 4.969 -4.428
O -4.343 4.657 -4.614
C -4.816 4.938 -5.802
O -6.026 4.933 -6.140
O -3.760 5.221 -6.602
H -1.524 6.888 -6.022
H -1.324 5.833 -7.286
H -0.546 5.377 -5.797
H -2.369 3.879 -6.250
H -2.808 5.903 -3.907
H -2.529 4.155 -3.893
C -6.431 5.622 3.955
C -6.503 7.158 3.799
C -5.405 7.784 2.968
O -6.100 8.199 1.772
C -7.453 8.166 1.921
O -8.299 8.655 1.130
O -7.734 7.487 3.072
H -5.460 5.383 4.390
H -6.431 5.162 2.967
H -7.172 5.176 4.618
H -6.613 7.668 4.757
H -4.633 7.053 2.730
H -4.788 8.535 3.461
Br -0.032 -1.083 -1.350
C 0.299 0.510 -0.226
Br -1.276 1.355 0.709
Br 1.406 1.884 -1.161
H 0.879 0.141 0.620
F 5.809 -3.519 0.099
C 6.579 -4.099 -0.865
C 6.546 -3.501 -2.144
C 7.477 -3.961 -3.107
C 8.502 -4.833 -2.761
C 8.420 -5.442 -1.534
C 7.458 -5.164 -0.604
H 5.883 -2.669 -2.331
H 7.546 -3.621 -4.130
H 9.183 -5.252 -3.487
H 9.141 -6.187 -1.233
H 7.435 -5.612 0.378
F -6.534 -6.325 2.772
C -6.902 -5.221 3.410
C -6.710 -3.965 2.859
C -7.081 -2.839 3.528
C -7.728 -2.914 4.775
C -7.799 -4.161 5.403
C -7.414 -5.327 4.677
H -6.082 -3.826 1.991
H -6.950 -1.870 3.069
H -7.972 -2.007 5.307
H -8.247 -4.165 6.386
H -7.523 -6.310 5.110
*
```

---

[3]
Here is a molecular structure, C14H14F6N2O9S3Tm in a non-equilibrium geometry from the Open Molecules 2025 dataset. Energies are from ωB97M-V/def2-TZVPD.

The energy above the lowest of the compared OMol25 structures with the same formula, charge and spin is 25.34 kcal per mole. Its HOMO-LUMO gap is 6.65 eV. For the energy, the calculation gives -114499.3270 eV. Its expectation value of S² is 2.00. For the largest force on an atom, the calculation gives 1.33 eV/A. The calculation puts the LUMO energy at 2.5 eV.

```
! RIJCOSX wB97M-V def2-TZVPD def2/J DEFGRID3
* xyz -1 3
Tm 0.486 0.107 -0.324
C -1.685 -1.772 1.796
O -0.335 -1.649 1.387
C 0.632 -2.044 2.336
C 1.167 -0.792 2.983
O 1.765 0.025 1.977
C 3.192 -0.007 2.024
H -1.918 -2.823 1.988
H -2.301 -1.402 0.983
H -1.879 -1.186 2.702
H 1.415 -2.583 1.796
H 0.202 -2.727 3.076
H 1.894 -1.015 3.769
H 0.350 -0.217 3.422
H 3.522 0.255 3.033
H 3.559 0.714 1.304
H 3.570 -0.997 1.752
F -2.956 2.017 3.818
C -1.885 2.527 3.215
F -1.933 3.850 3.312
F -0.801 2.088 3.846
S -1.889 2.007 1.420
O -0.857 0.964 1.374
O -3.239 1.654 1.150
N -1.416 3.244 0.573
S 0.164 3.443 0.478
O 0.775 2.455 -0.408
O 0.826 3.703 1.722
C 0.231 5.008 -0.476
F 1.517 5.316 -0.632
F -0.338 4.893 -1.664
F -0.367 5.984 0.200
O -0.286 0.571 -2.417
C -1.012 -0.442 -2.193
O -1.539 -0.565 -1.043
C -1.012 -1.604 -3.122
C -1.796 -1.657 -4.261
C -1.752 -2.778 -5.079
C -0.898 -3.821 -4.736
C -0.098 -3.748 -3.607
C -0.126 -2.634 -2.761
S 0.932 -2.511 -1.353
H -2.441 -0.823 -4.509
H -2.365 -2.836 -5.969
H -0.847 -4.703 -5.364
H 0.577 -4.562 -3.370
O 4.822 0.441 -1.853
C 3.725 0.357 -1.392
N 2.646 0.274 -0.904
*
```

---

[4]
Here is a molecular structure, C55H43BCrF7P2SbSi from the Open Molecules 2025 dataset. Energies are from ωB97M-V/def2-TZVPD.

The energy above the lowest of the compared OMol25 structures with the same formula, charge and spin is 76.60 kcal per mole. Its HOMO-LUMO gap (alpha / beta) is 7.20 / 7.05 eV. For the energy, the calculation gives -138847.5961 eV. Its expectation value of S² is 6.11. For the largest force on an atom, the calculation gives 0.50 eV/A. The calculation puts the LUMO energy (alpha / beta) at -0.8 / -0.8 eV.

```
! RIJCOSX wB97M-V def2-TZVPD def2/J DEFGRID3
* xyz 0 5
Cr 0.233 -0.049 0.387
C 1.029 2.311 -2.559
Si 0.847 2.175 -0.678
C -0.389 3.499 -0.029
C -0.028 4.790 0.093
C -0.604 5.839 0.945
C -1.595 5.719 1.833
C -2.434 4.494 2.027
C -1.612 2.979 0.665
P -1.967 1.112 0.509
C -3.134 1.282 1.935
C -2.100 1.864 2.626
C -1.586 3.230 2.288
C -2.877 3.901 0.652
C -4.202 3.236 0.857
C -4.310 2.104 1.536
C -3.036 0.922 -0.945
C -4.188 0.144 -0.912
C -4.918 -0.069 -2.069
C -4.505 0.504 -3.267
C -3.370 1.299 -3.300
C -2.635 1.508 -2.139
C 2.595 2.664 -0.083
C 3.219 3.857 -0.477
C 4.539 4.130 -0.168
C 5.303 3.189 0.516
C 4.724 1.993 0.891
C 3.374 1.745 0.624
P 2.629 0.146 1.082
C 3.911 -1.006 0.527
C 4.087 -1.131 -0.848
C 5.076 -1.956 -1.351
C 5.892 -2.667 -0.480
C 5.716 -2.548 0.890
C 4.726 -1.717 1.396
C 2.553 0.102 2.902
C 1.501 -0.612 3.478
C 1.359 -0.679 4.857
C 2.269 -0.030 5.677
C 3.319 0.684 5.116
C 3.461 0.751 3.738
H 1.600 3.214 -2.798
H 0.080 2.369 -3.092
H 1.585 1.459 -2.957
H 0.877 5.115 -0.409
H -0.106 6.801 0.885
H -1.852 6.588 2.428
H -3.246 4.671 2.727
H -1.263 1.219 2.912
H -0.603 3.405 2.720
H -2.884 4.617 -0.167
H -5.086 3.773 0.529
H -5.284 1.679 1.754
H -4.513 -0.303 0.020
H -5.804 -0.690 -2.037
H -5.075 0.335 -4.172
H -3.049 1.757 -4.227
H -1.755 2.138 -2.172
H 2.678 4.587 -1.069
H 4.986 5.064 -0.487
H 6.348 3.379 0.726
H 5.333 1.228 1.359
H 3.444 -0.586 -1.533
H 5.203 -2.057 -2.421
H 6.658 -3.323 -0.872
H 6.341 -3.114 1.569
H 4.569 -1.654 2.465
H 0.809 -1.172 2.860
H 0.547 -1.256 5.279
H 2.165 -0.083 6.754
H 4.030 1.194 5.753
H 4.274 1.329 3.322
F 0.569 -2.128 0.662
B 1.443 -3.369 0.926
F 2.198 -3.528 -0.213
F 2.188 -3.044 2.045
F 0.578 -4.409 1.155
F -8.243 -4.390 -0.916
C -6.950 -4.046 -0.739
C -6.076 -4.172 -1.801
C -4.749 -3.815 -1.605
C -4.296 -3.352 -0.370
C -5.213 -3.238 0.671
C -6.548 -3.584 0.497
Sb -2.275 -2.667 -0.155
C -2.149 -3.231 1.893
C -2.196 -4.545 2.356
C -2.154 -4.830 3.710
C -2.072 -3.776 4.602
F -2.032 -4.047 5.923
C -2.036 -2.462 4.192
C -2.074 -2.203 2.825
C -1.378 -4.268 -1.211
C -0.298 -3.963 -2.033
C 0.326 -4.940 -2.797
C -0.158 -6.227 -2.726
F 0.433 -7.188 -3.466
C -1.232 -6.575 -1.928
C -1.838 -5.584 -1.175
H -6.434 -4.542 -2.753
H -4.059 -3.914 -2.436
H -4.892 -2.885 1.646
H -7.267 -3.506 1.302
H -2.238 -5.369 1.655
H -2.173 -5.846 4.081
H -1.994 -1.667 4.926
H -2.073 -1.167 2.499
H 0.090 -2.952 -2.070
H 1.178 -4.717 -3.425
H -1.573 -7.601 -1.906
H -2.689 -5.849 -0.558
*
```

---

Please write out number 1 again, unchanged.
Here is 11 unconnected molecules or ions with the total composition C14H50O18 in a non-equilibrium geometry from the Open Molecules 2025 dataset. Energies are from ωB97M-V/def2-TZVPD.

Its HOMO-LUMO gap (alpha / beta) is 2.15 / 9.16 eV. For the energy, the calculation gives -52178.2251 eV. Its expectation value of S² is 0.75. For the largest force on an atom, the calculation gives 3.66 eV/A. The calculation puts the LUMO energy (alpha / beta) at 2.0 / 1.9 eV.

```
! RIJCOSX wB97M-V def2-TZVPD def2/J DEFGRID3
* xyz -1 2
O 3.581 17.875 28.841
H 3.095 18.072 28.040
H 3.456 16.935 28.973
O -1.523 17.071 30.992
H -2.147 17.411 30.351
H -0.987 16.450 30.499
O 3.725 21.817 27.972
H 4.654 21.741 28.190
H 3.271 21.647 28.797
O 1.560 20.255 24.545
H 2.002 21.073 24.773
H 1.565 20.238 23.588
C -1.041 23.132 25.405
C -0.346 24.356 26.057
O -1.312 25.328 26.489
O -1.578 22.372 26.418
H -0.147 22.687 24.968
H -1.697 23.373 24.568
H 0.385 24.932 25.489
H 0.232 24.083 26.941
H -1.854 24.936 27.177
H -0.827 21.984 26.872
C -1.677 18.228 25.123
C -1.407 18.394 23.589
O -1.472 17.146 22.831
O -3.037 17.640 25.460
H -1.686 19.241 25.526
H -0.917 17.569 25.542
H -0.453 18.904 23.461
H -2.221 19.063 23.310
H -1.015 17.346 22.011
H -3.514 18.397 25.809
C -4.409 18.106 29.158
C -4.849 17.089 30.214
O -4.812 17.677 31.508
O -3.253 18.862 29.378
H -5.215 18.823 28.999
H -4.372 17.609 28.189
H -4.221 16.198 30.251
H -5.866 16.862 29.895
H -4.050 18.259 31.460
H -3.150 19.657 28.848
C 2.640 17.357 32.568
C 2.742 17.328 34.164
O 3.188 16.104 34.735
O 3.822 16.906 32.001
H 2.214 18.276 32.166
H 1.954 16.543 32.334
H 1.742 17.558 34.531
H 3.487 18.046 34.506
H 4.111 16.159 34.993
H 3.699 16.963 31.051
C 2.652 23.377 31.337
C 3.460 22.083 31.668
O 2.728 21.027 32.181
O 2.130 23.713 32.564
H 1.828 23.091 30.683
H 3.283 24.155 30.908
H 4.236 22.329 32.393
H 3.904 21.788 30.717
H 1.947 20.905 31.635
H 1.409 24.318 32.376
C 1.036 19.468 29.541
C 0.663 20.093 28.163
O 0.112 21.367 28.366
O 0.108 19.825 30.501
H 2.057 19.759 29.792
H 1.155 18.386 29.479
H -0.140 19.571 27.644
H 1.488 20.003 27.457
H -0.307 21.343 29.229
H -0.601 19.214 30.713
C 3.790 16.278 25.348
C 2.898 17.520 24.898
O 1.927 17.895 25.795
O 2.878 15.208 25.425
H 4.139 16.385 26.375
H 4.663 16.088 24.723
H 2.484 17.437 23.894
H 3.609 18.343 24.816
H 1.694 18.766 25.467
H 2.577 15.159 24.515
*
```

---

Among the records above, which one has the highest energy?
C14H50O18